Entry 1:
Computed, not measured: 2 unconnected molecules or ions with the total composition C16H16F3N2O4S, with ωB97M-V with the def2-TZVPD basis set.

Summary:
- E_HOMO: -2.76 eV
- Orbital gap: 5.22 eV
- Electronic energy: -47009.9334 eV

The geometry in ORCA input format:
```
! RIJCOSX wB97M-V def2-TZVPD def2/J DEFGRID3
* xyz -1 1
C -0.901 -2.651 -1.429
C -4.078 5.678 -0.017
H -1.928 -3.995 -0.118
C 1.731 -0.606 2.350
C -0.848 -0.378 -0.883
H 5.856 -2.396 1.388
H -1.721 -2.527 -2.154
S 1.607 -0.730 0.587
H 0.071 -2.528 -1.922
H -4.993 6.161 -1.921
N 3.113 -1.789 0.530
C -3.991 4.240 -1.976
H -1.657 2.841 1.753
H -0.998 -4.770 -1.434
H 6.121 -2.319 -0.352
H 4.751 -4.408 1.029
F 2.992 -0.292 2.750
O 2.068 -3.880 0.503
C -4.406 5.433 -1.361
C -3.221 3.314 -1.264
C -2.840 3.579 0.064
O 4.633 -0.075 0.088
F 1.355 -1.760 2.980
C -3.320 4.754 0.702
C -0.743 0.575 0.240
H -2.887 2.380 -1.720
H -3.070 4.918 1.750
C 3.065 -3.179 0.453
O -0.859 -0.068 -2.057
N -1.437 1.643 0.045
C 4.384 -1.241 0.323
C 4.504 -3.644 0.288
H 4.630 -4.099 -0.699
H -4.262 4.021 -3.007
O -1.029 -1.629 -0.414
C -1.003 -3.961 -0.700
H -0.143 -4.090 -0.029
H -4.417 6.595 0.464
F 0.898 0.402 2.804
C -1.932 2.643 0.705
H -0.444 0.246 1.245
C 5.350 -2.410 0.417
*
```

---

Entry 2:
Computed, not measured: 7 unconnected molecules or ions with the total composition C58H39F2NO18S, with ωB97M-V with the def2-TZVPD basis set.

Summary:
- E_HOMO: -7.99 eV
- Orbital gap: 6.02 eV
- Structure (SMILES): C=Cc1c(COC(C)=O)c(S)c(C)c2c1C(=O)c1cc(C(=O)NC(=O)F)cc(F)c1C2=O.O=C1C=CC(=O)C=C1.O=C1C=CC(=O)C=C1.O=C1C=CC(=O)C=C1.O=C1C=CC(=O)C=C1.O=C1C=CC(=O)C=C1.O=C1C=CC(=O)C=C1
- Electronic energy: -115384.0622 eV

The geometry in ORCA input format:
```
! RIJCOSX wB97M-V def2-TZVPD def2/J DEFGRID3
* xyz 0 1
C 0.737 5.236 -2.466
C 0.405 1.448 0.136
C 5.007 4.743 4.673
S 7.073 2.025 0.255
C 6.559 -0.449 1.957
C -0.860 -0.366 1.016
C 1.539 -0.149 1.736
C -9.399 -9.900 -2.023
F -0.762 2.910 -1.421
H 10.914 3.127 2.230
H -7.086 0.590 -1.460
N -4.504 -0.195 1.012
C -9.780 -3.143 1.452
H 5.781 4.238 5.237
C 10.353 1.012 2.297
C 0.359 6.196 -4.696
F -4.903 2.104 0.652
C 4.364 3.255 -0.728
C -8.164 -10.125 -2.815
C 3.421 4.697 2.694
C 3.020 1.529 0.567
H -0.518 4.346 -3.921
O -10.180 -10.801 -1.807
C -10.359 -2.992 -1.012
C -1.914 1.155 -0.498
H 3.713 4.086 -0.437
C -3.291 -0.746 0.468
C -10.244 -4.390 1.484
C -4.367 1.141 1.455
C 6.746 -1.520 -0.147
O 2.187 6.444 -1.054
O 1.709 3.362 -0.203
C -9.800 -2.346 0.202
C -7.933 -1.923 -3.674
C -10.800 -5.034 0.270
H -2.771 1.525 -1.062
C -1.986 0.025 0.343
H 5.377 3.646 -0.817
H -9.368 -2.657 2.328
C 4.073 -1.481 2.622
C -8.780 -7.543 -1.744
H -11.233 -4.725 -1.855
H -8.006 -11.130 -3.184
H 6.990 2.663 -0.934
H -5.204 -0.164 0.268
C 5.542 -1.919 -0.999
H 13.334 2.696 1.837
H 2.181 6.399 2.472
C 0.334 0.320 0.932
H 2.798 -2.248 4.107
H 4.488 -2.380 2.140
C 1.639 6.369 -2.134
H -0.935 -1.239 1.664
C 11.319 2.126 2.154
O 14.318 0.302 1.648
C 4.244 2.045 0.178
C 3.479 6.612 4.226
C 1.747 2.197 0.129
C -7.009 -0.179 -2.220
C 1.850 7.407 -3.172
C -5.527 -1.471 -3.820
H 4.042 2.978 -1.748
C 12.172 -0.602 1.985
H 2.510 8.225 -2.908
O 4.905 2.934 3.170
C -8.063 -0.875 -2.633
H -6.399 -9.282 -3.626
O -8.897 -2.556 -4.050
C 3.652 -1.584 3.913
O 9.174 1.223 2.490
O 7.736 -1.099 -0.689
H 5.809 -1.994 -2.053
H 1.402 8.074 -5.131
O -0.183 6.125 -5.779
C -6.582 -2.168 -4.235
O 3.058 7.704 4.540
H 10.157 -1.170 2.301
C 4.541 5.941 5.017
O 6.716 -1.687 1.221
O -3.842 1.483 2.473
H 4.910 6.479 5.881
C -0.734 1.843 -0.586
C 4.081 -0.232 1.792
C -10.823 -4.238 -0.980
H -4.533 -1.634 -4.216
O -6.765 -6.866 -2.752
O -4.696 0.211 -2.398
H -9.053 -0.710 -2.234
H 0.596 4.491 -1.702
C 2.906 0.383 1.379
C 0.146 5.161 -3.657
H 5.048 -2.815 -0.603
H 6.367 -0.754 2.993
C -9.640 -8.530 -1.506
C 2.955 5.895 3.038
C 4.482 4.027 3.485
H 4.814 -1.097 -0.891
C 5.423 1.428 0.639
H -10.236 -4.988 2.386
C 10.879 -0.370 2.195
H 7.458 0.166 1.975
C -7.305 -9.137 -3.051
H 3.051 4.160 1.829
H 12.576 -1.603 1.908
H -6.507 -2.938 -4.992
H -10.368 -2.401 -1.918
H -8.938 -6.538 -1.375
O -9.374 -1.208 0.181
C 5.333 0.294 1.442
C 1.258 7.327 -4.360
C -7.547 -7.768 -2.535
C 13.141 0.512 1.842
C 12.612 1.895 1.943
O -3.325 -1.878 0.055
O -11.219 -6.172 0.297
H -10.546 -8.381 -0.931
O 1.311 -0.936 2.626
C -5.660 -0.424 -2.780
H 4.100 -1.087 4.778
*
```

---

Entry 3:
Computed, not measured: a molecular structure, C20H29BrN6O6V, with ωB97M-V with the def2-TZVPD basis set.

Summary:
- Expectation value of S²: 2.009
- E_HOMO (spin up / spin down): -17.07 / -17.07 eV
- Orbital gap (spin up / spin down): 6.94 / 6.93 eV
- Electronic energy: -138145.4539 eV

The geometry in ORCA input format:
```
! RIJCOSX wB97M-V def2-TZVPD def2/J DEFGRID3
* xyz 3 3
C 2.560 2.777 2.298
C -2.370 0.060 1.907
O -0.838 -0.038 -1.977
C 0.101 -0.530 -4.437
C 3.811 2.161 2.262
H -0.714 3.216 -1.757
C -3.409 -3.108 3.374
H -0.390 -3.661 3.448
H -1.744 -2.473 4.597
H -3.228 -1.726 -3.177
H 5.001 0.581 1.408
C 2.885 -0.543 -0.320
H 0.172 -0.893 -5.455
H -1.575 -4.377 1.335
H -3.599 -1.867 -0.796
C 0.194 3.096 -2.332
O 3.837 -1.372 -0.572
H 0.284 -1.616 0.876
H -0.200 4.762 -3.607
O -0.238 3.734 1.973
Br 4.026 2.348 -4.708
C 0.148 2.716 1.291
H -3.335 -0.424 2.041
C -0.548 -4.010 1.336
H -3.921 -2.816 2.454
C 1.636 3.762 -4.117
O 1.801 -0.671 -0.908
O -0.543 2.097 0.468
H 2.372 3.639 2.924
C 4.027 1.055 1.439
H -3.033 -4.124 3.250
N 0.999 2.072 -1.990
N -3.357 -0.975 -1.212
H 0.694 -2.662 2.527
N -1.294 -1.992 2.636
H -1.157 3.993 1.770
O -1.185 -1.012 -3.964
H -2.214 0.714 2.769
H -2.689 -1.154 3.974
H -4.212 -0.456 -1.379
C -0.313 -3.090 2.526
C 0.480 3.953 -3.376
C -1.276 -0.964 1.807
H 4.620 2.545 2.870
C 2.466 2.706 -3.775
C 2.971 0.605 0.671
H 4.656 -1.222 -0.070
C -1.555 -0.736 -2.747
C 2.116 1.891 -2.717
V 0.286 0.568 -0.524
H 0.105 0.556 -4.410
H 2.755 1.058 -2.462
H 0.893 -0.952 -3.824
H 0.111 -4.875 1.404
H -4.147 -3.130 4.176
H -2.418 0.652 1.002
H 1.884 4.413 -4.946
N -2.746 -1.221 -2.442
N 1.789 1.199 0.720
H -0.363 -3.533 0.371
N -0.335 -0.813 0.872
C 1.568 2.243 1.500
C -2.300 -2.136 3.724
*
```

---

Entry 4:
Computed, not measured: a molecular structure, C14H12Br6N2O4, with ωB97M-V with the def2-TZVPD basis set.

Summary:
- E_HOMO: -9.68 eV
- Orbital gap: 8.77 eV
- Electronic energy: -446129.8233 eV

The geometry in ORCA input format:
```
! RIJCOSX wB97M-V def2-TZVPD def2/J DEFGRID3
* xyz 0 1
Br -7.744 -21.104 -8.238
C -4.434 -21.056 -6.946
C -3.455 -20.469 -7.811
O -3.191 -24.352 -4.598
Br -5.095 -16.184 -9.427
H -0.352 -25.583 -8.179
H -1.978 -24.107 -9.510
H -4.728 -22.774 -5.470
C -3.216 -26.912 -7.160
H -5.369 -20.570 -6.713
C -1.848 -22.143 -7.147
H -1.459 -20.763 -8.676
H -0.866 -22.578 -7.262
C -2.765 -22.751 -6.242
H -1.289 -27.431 -6.821
C -4.055 -22.215 -6.103
C -3.718 -25.015 -8.702
C -4.118 -26.095 -7.881
C -2.179 -21.014 -7.912
Br -3.076 -17.102 -6.958
H -3.545 -19.562 -8.391
O -1.163 -24.002 -5.142
C -1.428 -25.669 -8.140
H -3.529 -27.596 -6.386
N -5.551 -26.325 -7.700
C -1.875 -26.728 -7.395
C -9.599 -21.837 -8.500
O -6.303 -25.705 -8.444
Br -10.903 -20.888 -7.294
H -2.548 -15.722 -9.151
Br -2.386 -17.952 -10.052
C -3.200 -16.565 -8.923
O -5.973 -27.230 -6.961
N -2.275 -23.810 -5.282
Br -9.761 -23.748 -8.107
H -9.913 -21.739 -9.539
C -2.346 -24.859 -8.828
H -4.388 -24.435 -9.320
*
```

---

Entry 5:
Computed, not measured: a single C5H7NO molecule, with ωB97M-V with the def2-TZVPD basis set.

Summary:
- E_HOMO: -8.22 eV
- Orbital gap: 8.69 eV
- Electronic energy: -8831.7344 eV

The geometry in ORCA input format:
```
! RIJCOSX wB97M-V def2-TZVPD def2/J DEFGRID3
* xyz 0 1
H 2.055 0.819 0.174
H 0.146 -0.081 -1.852
C -0.796 0.454 0.878
C -0.048 -0.417 1.422
O 0.514 -1.940 -0.506
H 0.859 1.663 -1.675
H -0.081 -0.950 2.361
H -1.033 2.367 0.005
C 1.091 -1.131 0.242
C -1.194 1.294 -0.096
H -1.988 0.992 -0.777
N 1.517 0.171 -0.393
H 1.930 -1.437 0.905
C 0.703 0.662 -1.290
*
```

---

Entry 6:
Computed, not measured: 2 unconnected molecules or ions with the total composition C7H17N, with ωB97M-V with the def2-TZVPD basis set.

Summary:
- E_HOMO: -9.52 eV
- Orbital gap: 10.65 eV
- Structure (SMILES): C=NCC.CCCC
- Electronic energy: -9023.8687 eV

The geometry in ORCA input format:
```
! RIJCOSX wB97M-V def2-TZVPD def2/J DEFGRID3
* xyz 0 1
H 2.866 1.031 0.870
C 2.601 -0.955 2.320
H -4.925 0.390 -1.491
H -3.531 0.377 -2.542
H 3.140 0.604 -1.685
C 3.440 0.198 0.455
C -0.817 -0.236 0.631
H -3.790 1.770 -1.524
C 2.983 -0.185 -0.943
H -3.468 0.396 0.544
H -1.283 -0.149 1.619
H 0.165 0.202 0.841
H -0.694 -1.307 0.453
C -1.601 0.431 -0.471
H -1.541 1.520 -0.398
H 2.197 -1.865 2.761
H 2.415 -0.017 2.854
C -3.879 0.680 -1.551
H -3.170 -1.044 -0.418
C -3.082 0.046 -0.419
N 3.273 -1.022 1.258
H 1.914 -0.407 -0.932
H -1.202 0.135 -1.448
H 3.494 -1.079 -1.291
H 4.496 0.486 0.508
*
```

---

We obtain relative energy (zero: lowest compared OMol25 entry of this formula, charge and spin) values of 4.41, 0.00, 15.22, 37.65, 103.04, 31.28 kcal/mol for the records listed above, in that order.